C16H23N4O5Tc | ωB97M-V/def2-TZVPD

Geometry as XYZ:
```
49
Properties=species:S:1:pos:R:3:forces:R:3:mulliken_charge:R:1
Tc -0.0486 -0.3361 -0.0687 -0.4192 0.4312 0.1737 0.7718
O 2.2054 -0.4474 -3.5610 0.0043 0.0241 -0.0604 -0.3625
C 1.7037 -0.4556 -2.3792 -0.2811 -0.0138 0.0724 0.2618
O 0.4919 -0.3845 -2.1136 0.1563 0.0154 -0.6626 -0.5527
C 2.6805 -0.5844 -1.2484 0.1106 0.0149 0.0458 0.4564
C 4.0570 -0.7238 -1.3134 -0.1728 0.0008 -0.0482 -0.6912
C 4.7471 -0.8458 -0.1085 0.0251 -0.0084 0.0142 -0.7702
C 4.0654 -0.8151 1.1081 -0.1497 0.0146 0.0420 -0.7337
C 2.6880 -0.6604 1.0847 0.0802 -0.0123 -0.0631 1.0599
N 2.0362 -0.5527 -0.0784 0.3249 -0.1030 -0.0338 0.7334
C 1.7053 -0.5289 2.2212 -0.2817 -0.0310 -0.1442 0.3178
O 2.0239 -0.6048 3.4630 0.0912 -0.0220 0.0695 -0.3911
O 0.5260 -0.3022 1.9163 -0.0087 0.0316 0.6818 -0.4330
H 1.5389 -0.3588 -4.2724 0.0287 -0.0086 0.0289 0.4450
H 4.5716 -0.7413 -2.2656 -0.0019 0.0060 -0.0060 0.6335
H 5.8234 -0.9623 -0.1148 0.0162 0.0010 -0.0048 0.4964
H 4.6187 -0.9054 2.0345 -0.0034 0.0011 0.0095 0.3923
H 2.9587 -0.7833 3.6606 -0.0433 0.0048 0.0098 0.3529
C 0.2397 4.5875 -0.1141 -0.0026 -0.0227 0.0037 -0.2506
C 1.3030 3.8488 0.3855 -0.0149 -0.0579 -0.0071 -0.9274
C 1.2239 2.4721 0.3765 0.0669 0.0678 0.1428 0.0209
N 0.1595 1.8019 -0.0997 0.2462 -0.1667 -0.0852 0.2069
C -0.8643 2.5266 -0.5937 -0.1136 0.0209 -0.2012 -0.1237
C -0.8601 3.9061 -0.6133 0.0087 -0.0647 0.0166 -0.8655
H 0.2692 5.6689 -0.1150 0.0010 0.0058 -0.0048 0.4603
H 2.1855 4.3298 0.7825 0.0061 0.0001 0.0059 0.4710
H 2.0425 1.8869 0.7692 0.0194 -0.0063 0.0180 0.3623
H -1.7039 1.9734 -0.9880 0.0117 0.0110 -0.0044 0.5142
H -1.7136 4.4307 -1.0191 -0.0075 0.0043 0.0051 0.4677
N 0.2786 -3.0801 1.2719 0.0365 -0.0881 -0.1889 -0.5261
N -0.0035 -2.5136 -0.0351 0.1507 -0.1737 0.0722 -0.3895
H 0.4887 -4.0702 1.1523 -0.0424 0.0116 0.0343 0.3002
H -0.5750 -3.0343 1.8239 0.0742 0.1405 0.0399 0.2609
H -0.8904 -2.8545 -0.4170 0.0065 -0.0087 0.0639 0.3437
H 0.7075 -2.8996 -0.6535 0.0038 0.1073 -0.0829 0.3708
C -3.5401 -1.9978 0.3187 0.0687 0.0317 0.0267 -1.5547
C -3.3027 -0.5307 0.0004 -0.1544 0.1784 -0.0696 1.1216
C -3.7829 0.3999 1.0966 -0.0716 -0.0670 0.0040 -1.4253
C -3.7793 -0.1423 -1.3843 -0.1321 -0.0877 0.0584 -1.3928
O -1.8032 -0.3564 -0.0260 0.3137 -0.2571 0.0831 -0.0289
H -4.6170 -2.1650 0.3680 0.0009 0.0468 -0.0097 0.4812
H -3.1316 -2.2721 1.2919 0.0295 0.0176 0.0132 0.3362
H -3.1623 -2.6567 -0.4654 0.0200 0.0188 -0.0327 0.3485
H -4.8652 0.2922 1.1770 -0.0139 0.0248 0.0090 0.4713
H -3.5699 1.4428 0.8648 0.0131 -0.0066 -0.0323 0.3559
H -3.3465 0.1465 2.0616 0.0096 -0.0320 0.0023 0.4009
H -4.8609 -0.2781 -1.4142 -0.0162 0.0177 -0.0476 0.4621
H -3.3415 -0.7738 -2.1567 0.0100 -0.0235 0.0103 0.3805
H -3.5770 0.9038 -1.6099 -0.0034 0.0110 0.0325 0.3603
```
Forces are in eV/Å.

The HOMO-LUMO gap (alpha / beta) is 6.53 / 7.16 eV. As for the energy: -35335.114 eV. Its largest force on an atom is 0.7 eV Å⁻¹. As for the charge: +3. The value obtained for the energy relative to the best compared isomer or geometry (same formula, charge and spin) is 0.207 eV. Its spin multiplicity is 2. The molar mass comes out at 449.38 g/mol. As for the lowest unoccupied orbital energy (alpha / beta): -12.10 / -11.84 eV.

=====

C16H23N4Sr | ωB97M-V/def2-TZVPD

Geometry as XYZ:
```
44
Properties=species:S:1:pos:R:3:forces:R:3:mulliken_charge:R:1
Sr -0.1670 -1.3519 -0.7776 -0.6985 0.0809 -0.4296 1.5342
C 0.4546 2.1263 -0.9185 0.0280 0.1046 0.0435 -0.8020
C -0.9868 1.9491 -1.3698 0.0768 0.1011 0.0677 -0.9316
N -1.6736 0.8920 -0.6298 0.1826 -0.2051 0.0140 0.2052
C -2.0959 1.1992 0.7273 -0.0234 0.0808 0.0257 -1.2339
C -1.0223 0.9450 1.7613 0.0156 0.0565 0.1432 0.5198
C -0.9815 1.7100 2.9180 0.0652 -0.0183 0.0206 -0.8665
C 0.0416 1.4946 3.8246 -0.0287 0.0269 0.0055 -0.5248
C 1.0139 0.5547 3.5306 -0.0041 -0.0257 -0.0386 -0.8352
C 0.8997 -0.1811 2.3593 -0.0733 0.1631 0.1377 0.5836
C 1.9613 -1.2052 2.0343 0.1452 -0.1081 0.1567 -1.1870
N 2.2179 -1.4370 0.6080 -0.2527 0.0153 -0.1457 -0.0567
C 3.0898 -0.4458 -0.0493 0.1668 0.0120 -0.0401 -1.0059
C 2.4647 0.9238 -0.2467 0.0536 0.0932 0.0243 -0.6828
N 1.2971 0.9354 -1.1455 -0.0792 -0.1272 0.1490 0.0268
N -0.1229 -0.0137 1.5144 0.1429 -0.0376 -0.0503 0.3091
H 0.4593 2.3243 0.1545 -0.0002 0.0201 -0.0033 0.3378
H 0.8781 3.0195 -1.3898 -0.0153 -0.0319 -0.0503 0.5035
H -1.0253 1.6871 -2.4299 0.0101 -0.0055 0.0042 0.3901
H -1.4846 2.9208 -1.2525 -0.0613 -0.0391 -0.0406 0.3704
H -2.4528 0.5435 -1.1700 -0.0199 0.0495 0.0081 0.0613
H -2.9609 0.5735 0.9634 0.0078 -0.0034 -0.0042 0.4302
H -2.4201 2.2416 0.8373 -0.0594 -0.0214 -0.0575 0.3154
H -1.7255 2.4748 3.0944 -0.0186 -0.0023 -0.0285 0.4641
H 0.1006 2.0771 4.7343 -0.0004 0.0036 0.0031 0.4451
H 1.8541 0.4023 4.1944 0.0150 -0.0198 -0.0144 0.4539
H 1.6545 -2.1625 2.4657 -0.0019 0.0158 0.0053 0.4179
H 2.8745 -0.9068 2.5639 0.0229 -0.0465 -0.0504 0.3556
H 2.6972 -2.3285 0.5464 -0.0587 -0.0233 -0.0502 0.2548
H 3.3781 -0.8657 -1.0171 0.0000 0.0202 0.0014 0.4053
H 4.0179 -0.2987 0.5180 -0.0261 -0.0429 0.0207 0.4319
H 3.2530 1.6020 -0.5914 -0.0190 -0.0022 -0.0246 0.4828
H 2.1390 1.3111 0.7189 0.0131 0.0016 0.0019 0.3318
H 1.6262 0.9571 -2.1064 0.0084 -0.0050 -0.0018 0.2290
C -2.7016 -2.5503 -1.5990 0.0434 -0.1498 0.1460 -0.6691
C -2.6428 -1.4112 -2.4206 -0.0375 0.0602 -0.0653 -0.6018
C -1.5580 -1.5554 -3.3082 0.0459 0.0494 -0.0468 -0.6479
C -0.9647 -2.8092 -3.0566 0.2891 -0.1820 0.1338 -0.7372
C -1.6733 -3.4287 -2.0047 0.3740 0.1537 0.2458 -0.7438
H -3.4531 -2.7706 -0.8537 -0.0283 0.0447 -0.0258 0.4378
H -3.3860 -0.6248 -2.4571 0.0046 0.0141 0.0015 0.8603
H -1.2940 -0.8858 -4.1147 -0.0328 0.0175 -0.0016 0.4456
H -0.1329 -3.2419 -3.5963 -0.0582 -0.0090 -0.0667 0.4712
H -1.4476 -4.3902 -1.5638 -0.1134 -0.0788 -0.1237 0.4515
```
Forces are in eV/Å.

The HOMO-LUMO gap is 7.54 eV. As for the energy: -23758.245 eV. Its largest force on an atom is 0.8 eV Å⁻¹. As for the charge: +1. The value obtained for the energy relative to the best compared isomer or geometry (same formula, charge and spin) is 0.036 eV. The molar mass comes out at 359.01 g/mol. As for the lowest unoccupied orbital energy: -2.87 eV.

=====

C16H23N5O3S2 | ωB97M-V/def2-TZVPD

Geometry as XYZ:
```
49
Properties=species:S:1:pos:R:3:forces:R:3:mulliken_charge:R:1
C 0.5856 -3.8126 1.6108 0.2199 0.3423 -0.1759 -1.3414
C 0.6761 -2.4821 0.8789 -0.4816 -0.0652 0.2413 0.1576
O 2.0211 -2.1783 0.5140 0.0784 -0.2132 -0.2985 -0.2727
C 2.7446 -1.4645 1.3738 0.4713 0.0196 0.0927 0.7265
O 2.3745 -1.1188 2.4618 -0.0943 0.0166 0.2189 -0.5922
C 4.0800 -1.0908 0.7435 -0.3152 0.0666 0.0545 -0.8334
C 3.7406 -0.0511 -0.2759 0.2255 -0.2093 -0.8730 -0.0585
C 3.7778 -0.1828 -1.6267 0.0593 0.1299 0.2078 -0.2838
S 3.1303 1.2189 -2.3926 -0.1349 0.0885 0.6435 -0.2406
C 2.8365 1.8820 -0.7929 0.5621 -0.7124 -0.7158 0.4814
N 2.2358 3.1046 -0.6722 0.1211 0.6295 -0.4956 -0.0639
C 1.4743 3.6072 0.3576 0.0805 0.0528 -0.0516 0.2125
O 0.8912 4.6548 0.2063 -0.0568 0.1326 0.0814 -0.6399
C 1.4113 2.7948 1.6275 -0.4804 -0.3401 0.0466 -0.1165
S -0.3184 2.3428 1.9488 -0.0289 0.2221 0.4548 -0.2243
C -0.6117 1.3289 0.5710 -0.0020 -0.1237 -0.0080 0.0300
N 0.2482 0.9695 -0.3427 0.2355 0.4749 0.8138 0.4673
N -0.4081 0.1966 -1.2274 -0.5085 -0.6325 -0.8942 -0.9199
C -1.6513 0.0969 -0.8540 -0.1185 0.1313 0.0562 0.1033
C -2.7160 -0.6701 -1.5612 0.0180 -0.2114 -0.0630 0.7079
C -2.4208 -0.7022 -3.0589 -0.1206 0.0799 0.1572 -1.6712
C -2.8035 -2.0926 -0.9969 -0.1491 0.1929 -0.0343 -1.3800
N -1.8430 0.7969 0.3104 0.7969 -0.0836 -0.1956 0.3310
C -3.0461 1.0349 1.0648 -0.4539 0.2872 0.0598 -0.9034
C -3.7101 2.3428 0.6439 0.0522 -0.1899 0.0877 -1.0040
N 3.2306 1.1286 0.1697 0.0929 0.4487 0.4115 -0.4055
H -0.4547 -4.0457 1.8198 -0.1268 -0.0550 0.0345 0.3832
H 1.1302 -3.7570 2.5502 0.0069 -0.0315 0.0921 0.3331
H 1.0121 -4.6058 1.0015 0.0005 -0.1120 -0.0355 0.3278
H 0.2915 -1.6734 1.5093 0.0146 -0.0710 -0.1662 0.2187
H 0.1284 -2.5058 -0.0651 0.0719 0.0544 0.1161 0.1324
H 4.7309 -0.6790 1.5140 -0.0430 -0.0785 -0.0195 0.3060
H 4.5306 -1.9594 0.2679 0.0137 -0.0145 0.0369 0.3347
H 4.1342 -1.0067 -2.2092 0.0946 -0.2243 -0.0988 0.4553
H 2.1498 3.6366 -1.5316 -0.0543 0.0102 0.2773 0.2385
H 1.6973 3.4153 2.4767 0.0048 0.0064 -0.0756 0.4878
H 2.0132 1.8894 1.5780 -0.0640 0.2289 0.1610 0.1567
H -3.6748 -0.1656 -1.3941 0.0508 -0.0173 -0.0090 0.2932
H -2.4211 0.3044 -3.4686 0.0307 0.0697 -0.0947 0.3844
H -3.1718 -1.2934 -3.5773 -0.0672 -0.0656 -0.0582 0.4360
H -1.4400 -1.1362 -3.2292 0.0852 -0.0416 -0.0588 0.3264
H -2.9377 -2.0824 0.0833 -0.0157 -0.0604 0.1155 0.3337
H -1.8912 -2.6376 -1.2258 0.1026 -0.0616 -0.0159 0.2724
H -3.6423 -2.6194 -1.4457 -0.0744 -0.1062 -0.0155 0.4608
H -3.7239 0.1916 0.9118 0.1172 0.0363 0.1146 0.3618
H -2.7718 1.0810 2.1229 -0.0971 -0.1577 -0.0800 0.4830
H -4.6099 2.5039 1.2304 -0.1228 0.0631 0.0446 0.4060
H -3.0314 3.1757 0.8098 0.0328 0.0899 -0.0107 0.3222
H -3.9773 2.3155 -0.4105 -0.0300 0.0039 -0.0763 0.2795
```
Forces are in eV/Å.

The HOMO-LUMO gap is 8.82 eV. Its SMILES is CCOC(=O)Cc1csc(NC(=O)CSc2nnc(C(C)C)n2CC)n1. As for the energy: -52229.736 eV. Its largest force on an atom is 1.2 eV Å⁻¹. The value obtained for the energy relative to the best compared isomer or geometry (same formula, charge and spin) is 0.000 eV. The molar mass comes out at 397.53 g/mol. As for the lowest unoccupied orbital energy: 0.62 eV.

=====

Q: Among the records above, which one has the highest energy relative to the best compared isomer or geometry (same formula, charge and spin)?
A: C16H23N4O5Tc

=====

Q: What is the energy in the second record?
A: -23758.245 eV

=====

Q: The highest energy relative to the best compared isomer or geometry (same formula, charge and spin) belongs to which entry?
A: C16H23N4O5Tc

=====

Q: Among the records above, which one has the highest energy?
A: C16H23N4Sr